Density functional theory data (ωB97M-V with the def2-TZVPD basis set) for C4H6N2O2 in the gas phase at a distorted geometry.

Element x y z (Å)
O1 2.40 -0.37 -0.43
C1 1.31 -0.11 0.02
C2 0.28 -0.95 0.85
N1 -0.64 -1.31 -0.17
C3 -1.98 -0.62 -0.31
C4 -1.50 0.87 -0.01
N2 -0.43 1.51 0.10
O2 0.87 1.32 -0.05
H1 0.86 -1.74 1.12
H2 -0.20 -0.30 1.70
H3 -0.26 -2.11 -0.98
H4 -3.01 -0.67 0.40
H5 -2.45 -0.72 -1.39
H6 -2.30 1.45 0.09

Computed properties:
**Gap between HOMO and LUMO**: 9.60 eV
**Net charge**: 0
**HOMO energy**: -8.95 eV
**Relative energy (zero: lowest compared OMol25 entry of this formula, charge and spin)**: 144.71 kcal/mol

Löwdin population analysis, charges in e, atoms 1 to 6: 0.12, -0.31, -0.15, -0.13, -0.16, -0.16


Density functional theory data (ωB97M-V with the def2-TZVPD basis set) for 3 unconnected molecules or ions with the total composition C4H13NO2 at a distorted geometry.

Element x y z (Å)
C1 3.08 0.41 0.06
C2 2.38 -0.90 -0.30
C3 3.00 -1.86 -1.23
C4 1.25 -1.15 0.37
N1 0.64 -0.31 1.32
H1 3.25 0.20 1.18
H2 4.02 0.74 -0.38
H3 2.41 1.27 -0.02
H4 2.34 -1.93 -2.18
H5 4.06 -1.69 -1.53
H6 3.11 -2.81 -0.73
H7 0.88 -2.18 0.39
H8 0.10 -0.73 2.05
H9 1.00 0.56 1.66
O1 -6.65 2.50 -1.20
H10 -5.96 1.85 -1.35
H11 -7.23 2.11 -0.54
O2 -4.26 1.12 0.92
H12 -4.05 2.03 0.66
H13 -3.37 0.75 0.84

Computed properties:
**Gap between HOMO and LUMO**: 8.29 eV
**Net charge**: 0
**HOMO energy**: -7.70 eV
**Relative energy (zero: lowest compared OMol25 entry of this formula, charge and spin)**: 33.59 kcal/mol

Löwdin population analysis, charges in e, atoms 1 to 6: -0.08, -0.39, -0.10, -0.20, 0.04, 0.10


Density functional theory data (ωB97M-V with the def2-TZVPD basis set) for a molecular structure, C27H27BrCrF6N2O5S3.

Element x y z (Å)
Cr1 0.42 -1.64 1.35
F1 4.14 -3.86 -0.54
C1 3.34 -4.56 0.28
F2 4.00 -5.66 0.66
F3 2.26 -4.92 -0.39
S1 2.94 -3.53 1.74
O1 2.29 -2.35 1.10
O2 4.22 -3.20 2.31
N1 2.00 -4.47 2.50
S2 0.87 -3.94 3.63
O3 0.02 -5.09 3.87
O4 0.08 -2.87 2.86
C2 2.33 -4.35 5.63
F4 3.33 -3.46 5.72
F5 2.86 -5.57 5.81
F6 1.49 -4.12 6.66
C3 -5.32 1.21 -2.64
C4 -4.11 2.14 -2.53
C5 -4.45 3.29 -1.57
C6 -3.82 2.73 -3.91
C7 -2.91 1.36 -1.98
C8 -2.99 0.76 -0.72
C9 -1.89 0.09 -0.24
Br1 -1.99 -0.69 1.50
C10 -0.65 -0.03 -0.89
O5 0.37 -0.60 -0.32
C11 -0.59 0.53 -2.18
C12 -1.71 1.21 -2.66
C13 0.64 0.44 -3.10
C14 1.77 -0.47 -2.58
C15 1.22 1.85 -3.29
C16 0.21 -0.13 -4.46
H1 -6.20 1.77 -3.00
H2 -5.58 0.76 -1.68
H3 -5.12 0.40 -3.34
H4 -5.29 3.88 -1.96
H5 -3.59 3.96 -1.45
H6 -4.72 2.92 -0.58
H7 -4.69 3.31 -4.24
H8 -3.63 1.95 -4.65
H9 -2.97 3.41 -3.88
H10 -3.89 0.81 -0.12
H11 -1.63 1.65 -3.65
H12 2.21 -0.09 -1.67
H13 2.54 -0.52 -3.36
H14 1.42 -1.48 -2.38
H15 1.50 2.28 -2.33
H16 0.50 2.52 -3.77
H17 2.12 1.80 -3.92
H18 -0.21 -1.13 -4.34
H19 1.08 -0.21 -5.12
H20 -0.53 0.49 -4.96
S3 -1.13 -4.43 -2.21
C17 -0.67 -3.66 -0.84
N2 -0.35 -3.11 0.13
C18 1.34 4.17 2.24
C19 0.62 3.38 1.32
C20 0.59 2.02 1.46
C21 1.26 1.33 2.50
C22 1.23 -0.10 2.63
C23 1.90 -0.60 3.73
C24 2.61 0.20 4.66
C25 2.65 1.55 4.52
C26 1.97 2.15 3.43
C27 2.00 3.56 3.27
H21 1.37 5.25 2.13
H22 0.08 3.85 0.50
H23 0.03 1.44 0.74
H24 1.93 -1.66 3.92
H25 3.12 -0.29 5.48
H26 3.19 2.18 5.22
H27 2.56 4.15 3.99

Computed properties:
**2S+1**: 5
**Gap between HOMO and LUMO (spin up / spin down)**: 6.22 / 6.67 eV
**Net charge**: -2
**HOMO energy (spin up / spin down)**: -2.42 / -2.86 eV
**Relative energy (zero: lowest compared OMol25 entry of this formula, charge and spin)**: 33.46 kcal/mol
**Expectation value of S²**: 6.0448

Löwdin population analysis, charges in e, atoms 1 to 6: 0.63, 0.12, -0.69, 0.12, 0.14, 0.58


Density functional theory data (ωB97M-V with the def2-TZVPD basis set) for a molecular structure, C20H38MnN4O2SSb.

Element x y z (Å)
Mn1 -0.20 1.56 -0.50
N1 -2.58 5.24 -0.99
C1 -1.57 4.36 -0.86
S1 -1.48 3.08 -2.03
N2 -0.74 4.61 0.14
N3 0.21 3.64 0.19
C2 1.34 3.90 0.73
C3 2.38 2.86 0.62
C4 3.63 3.04 1.20
C5 4.61 2.09 1.00
C6 4.31 0.98 0.22
C7 3.04 0.86 -0.30
N4 2.08 1.77 -0.10
H1 -3.15 5.22 -1.82
H2 -2.56 6.08 -0.44
H3 1.56 4.88 1.15
H4 3.83 3.93 1.78
H5 5.59 2.21 1.43
H6 5.05 0.21 0.02
H7 2.77 0.01 -0.91
C8 0.11 1.65 2.85
O1 -0.76 1.30 1.77
C9 -2.09 1.80 1.92
C10 -2.99 0.87 1.16
O2 -2.45 0.73 -0.15
C11 -3.42 0.41 -1.15
H8 -0.28 1.24 3.78
H9 0.21 2.73 2.94
H10 1.08 1.21 2.64
H11 -2.14 2.82 1.54
H12 -2.38 1.80 2.98
H13 -3.99 1.30 1.11
H14 -3.05 -0.11 1.64
H15 -4.25 1.12 -1.11
H16 -3.80 -0.60 -1.01
H17 -2.94 0.51 -2.12
C12 1.62 -4.16 -0.38
C13 1.84 -2.66 -0.21
C14 2.57 -2.37 1.10
Sb1 0.10 -1.40 -0.34
C15 -1.51 -2.48 0.57
C16 -1.86 -3.83 -0.04
C17 -1.27 -2.56 2.08
C18 -0.38 -1.47 -2.45
C19 0.28 -0.27 -3.12
C20 -0.04 -2.75 -3.21
H18 2.58 -4.66 -0.50
H19 1.00 -4.42 -1.24
H20 1.15 -4.58 0.51
H21 2.45 -2.29 -1.05
H22 1.98 -2.71 1.96
H23 2.78 -1.31 1.25
H24 3.52 -2.91 1.14
H25 -2.34 -1.79 0.38
H26 -1.09 -4.58 0.16
H27 -2.02 -3.78 -1.12
H28 -2.79 -4.20 0.41
H29 -0.43 -3.22 2.31
H30 -2.15 -2.98 2.58
H31 -1.06 -1.59 2.52
H32 -1.47 -1.32 -2.45
H33 1.36 -0.40 -3.20
H34 0.13 0.69 -2.59
H35 -0.10 -0.11 -4.13
H36 1.04 -2.93 -3.21
H37 -0.35 -2.66 -4.25
H38 -0.53 -3.63 -2.80

Computed properties:
**2S+1**: 6
**Gap between HOMO and LUMO (spin up / spin down)**: 7.70 / 7.60 eV
**Net charge**: +1
**HOMO energy (spin up / spin down)**: -10.69 / -10.75 eV
**Relative energy (zero: lowest compared OMol25 entry of this formula, charge and spin)**: 0.00 kcal/mol
**Expectation value of S²**: 8.7554

Löwdin population analysis, charges in e, atoms 1 to 6: 0.62, 0.08, -0.85, 0.63, 0.00, -0.13


Density functional theory data (ωB97M-V with the def2-TZVPD basis set) for a molecular structure, C28H24CrNO3 at a distorted geometry.

Element x y z (Å)
O1 -1.26 -5.74 -4.32
C1 -1.64 -5.10 -3.42
Cr1 -2.02 -4.20 -1.78
C2 -0.17 -3.86 -1.75
O2 0.99 -3.75 -1.78
C3 -1.56 -5.87 -1.00
O3 -1.16 -6.91 -0.66
C4 -4.20 -4.21 -1.75
C5 -3.73 -3.32 -2.73
C6 -2.79 -2.34 -2.39
C7 -2.36 -2.15 -1.05
C8 -1.31 -1.20 -0.73
C9 -0.34 -0.45 -0.59
C10 0.78 0.33 -0.41
C11 1.61 0.68 -1.52
C12 2.86 1.34 -1.32
C13 3.64 1.72 -2.41
C14 3.22 1.43 -3.72
C15 2.02 0.74 -3.93
C16 1.22 0.36 -2.85
C17 -2.76 -3.14 -0.12
C18 -3.72 -4.11 -0.44
H1 -4.93 -4.98 -2.00
H2 -4.07 -3.42 -3.76
H3 -2.35 -1.71 -3.17
H4 1.16 0.51 0.60
H5 3.20 1.52 -0.30
H6 4.59 2.23 -2.23
H7 3.84 1.73 -4.57
H8 1.70 0.48 -4.94
H9 0.30 -0.20 -2.99
H10 -2.29 -3.12 0.87
H11 -4.05 -4.81 0.33
C19 1.34 -0.12 4.81
C20 0.09 -0.25 4.20
C21 -0.32 0.68 3.24
C22 0.54 1.72 2.87
C23 0.08 2.78 1.88
C24 -0.31 4.12 2.56
C25 0.25 5.23 1.65
C26 1.10 4.52 0.58
N1 1.10 3.12 0.93
C27 1.79 1.85 3.48
C28 2.21 0.92 4.44
H12 1.65 -0.84 5.57
H13 -0.59 -1.06 4.48
H14 -1.31 0.63 2.77
H15 -0.81 2.37 1.37
H16 -1.39 4.17 2.66
H17 0.13 4.17 3.56
H18 -0.58 5.76 1.17
H19 0.86 5.94 2.22
H20 0.70 4.71 -0.43
H21 2.13 4.90 0.58
H22 1.28 2.48 0.17
H23 2.44 2.69 3.18
H24 3.19 1.02 4.90

Computed properties:
**2S+1**: 4
**Gap between HOMO and LUMO (spin up / spin down)**: 7.46 / 5.51 eV
**Net charge**: +2
**HOMO energy (spin up / spin down)**: -12.98 / -14.49 eV
**Relative energy (zero: lowest compared OMol25 entry of this formula, charge and spin)**: 0.00 kcal/mol
**Expectation value of S²**: 3.8150

Löwdin population analysis, charges in e, atoms 1 to 6: 0.21, -0.04, 0.24, -0.09, 0.18, -0.05


Density functional theory data (ωB97M-V with the def2-TZVPD basis set) for a molecular structure, C5H7NO at a distorted geometry.

Element x y z (Å)
C1 -0.46 -0.12 -0.81
C2 -1.01 0.34 0.55
C3 0.56 -0.96 -0.15
C4 0.09 -0.51 1.18
C5 0.39 1.14 -1.57
N1 0.45 -0.84 2.34
O1 0.03 2.12 -2.09
H1 -1.08 -0.51 -1.61
H2 -0.14 -0.43 3.07
H3 1.64 0.60 -1.39
H4 -2.03 0.02 0.77
H5 -0.91 1.42 0.73
H6 0.80 -1.98 -0.42
H7 1.68 -0.28 -0.59

Computed properties:
**Gap between HOMO and LUMO**: 10.22 eV
**Net charge**: 0
**HOMO energy**: -9.52 eV
**Relative energy (zero: lowest compared OMol25 entry of this formula, charge and spin)**: 87.75 kcal/mol

Löwdin population analysis, charges in e, atoms 1 to 6: -0.25, -0.07, -0.14, -0.39, -0.20, 0.15


Q: net charge of number 5 (C28H24CrNO3)?
A: +2